93
Properties=species:S:1:pos:R:3:forces:R:3 method="wB97M-V/def2-TZVPD" charge=+3 mol_weight_g_mol=811.4 e_lumo_ev="-9.59 / -8.83" fmax_ha_per_bohr=0.064 orbital_gap_ev="4.802 / 5.696" de_lowest_kcal_mol=16.91
Sc 0.165295 -0.037396 -4.721758 2.98 -1.28 0.53
P -1.529778 -2.673604 0.096249 0.76 1.32 0.51
P 2.590668 -1.115124 1.451755 -1.53 1.11 -0.43
P 1.605268 -2.253075 -3.937946 0.40 -0.05 -0.43
H -2.274885 0.379667 -5.748047 0.38 -0.24 0.08
C -1.646931 -0.522909 -5.767030 -1.70 -0.81 0.01
C -1.515391 -1.345896 -4.623575 -2.48 -0.51 -0.70
H -1.993463 -1.058982 -3.671332 0.17 0.07 -0.54
C -3.119295 -2.305287 0.827599 -0.71 -0.22 0.10
C -0.621249 -3.915455 1.025672 -0.26 -0.57 0.02
C -1.744263 -3.133343 -1.619396 -0.10 -0.40 -0.62
C 3.880867 0.100128 1.187444 0.68 -0.08 0.10
C 2.029636 -1.153154 3.148853 0.55 -0.55 0.73
C 3.126588 -2.715729 0.850354 0.30 -0.42 0.14
C 1.970767 -2.667169 -5.689890 -0.03 -0.09 0.18
C 1.239860 -3.898096 -3.238630 -0.36 -0.06 0.09
C 3.277031 -1.979003 -3.260910 0.15 0.07 -0.04
H -1.462898 -0.913748 -6.776249 0.01 -0.03 0.37
H -1.414355 -2.425562 -4.726484 0.39 0.19 -0.09
H -3.447550 -1.306634 0.503789 0.11 -0.33 0.01
H -3.066791 -2.291359 1.923665 0.07 -0.02 -0.25
H -3.869837 -3.046708 0.510050 0.19 0.23 0.18
H -0.574380 -3.615867 2.082253 -0.12 -0.09 -0.27
H 0.406515 -3.980068 0.645001 -0.37 -0.06 -0.04
H -1.113866 -4.892244 0.935495 0.28 0.10 0.20
H -2.728809 -2.813122 -1.986146 0.19 -0.10 0.20
H -1.658424 -4.219579 -1.759016 -0.08 0.25 -0.01
H -0.982566 -2.626967 -2.225034 -0.09 -0.14 0.18
H 4.827717 -0.299192 1.579877 -0.13 0.19 -0.08
H 3.652964 1.048657 1.691802 -0.09 -0.40 -0.06
H 3.994861 0.295446 0.111941 -0.07 -0.17 0.28
H 2.784958 -1.666743 3.762026 -0.21 0.16 0.05
H 1.083872 -1.705811 3.220371 0.28 0.08 -0.12
H 1.876375 -0.138912 3.542612 0.11 -0.16 -0.28
H 3.965724 -3.054867 1.474459 -0.14 0.00 -0.16
H 3.470465 -2.654278 -0.190211 -0.09 0.11 0.31
H 2.321566 -3.457057 0.915513 0.24 0.26 0.08
H 2.773646 -3.416487 -5.714031 -0.17 0.22 -0.30
H 2.283006 -1.760680 -6.231888 0.09 -0.30 -0.01
H 1.067160 -3.071053 -6.166885 0.27 0.03 0.03
H 1.969458 -4.624590 -3.624068 -0.20 0.19 0.12
H 0.226752 -4.212696 -3.519061 0.30 -0.06 0.05
H 1.306871 -3.862393 -2.141118 -0.03 -0.01 -0.31
H 3.906108 -2.855486 -3.465390 -0.08 0.22 0.10
H 3.210416 -1.810209 -2.177811 0.01 0.00 -0.28
H 3.727015 -1.092291 -3.723196 0.02 -0.27 0.10
C 0.528262 0.679407 -2.496614 -0.80 -1.53 2.67
C -0.613149 1.316541 -2.904616 -0.08 1.65 -1.74
C -0.537678 2.120562 -4.084661 -0.52 0.78 0.51
C 0.688723 2.238640 -4.776828 -0.08 0.68 -0.01
C 1.858455 1.662619 -4.242022 0.62 0.28 0.96
C 1.766881 0.913186 -3.031957 0.33 1.33 -2.09
Se 0.849884 -0.350987 0.227377 2.71 1.14 0.01
H -0.429626 -1.486836 0.209771 -1.98 -1.64 -0.14
H -1.563655 1.201347 -2.379826 0.07 -0.03 -0.27
H -1.420792 2.633268 -4.461359 0.17 -0.03 -0.12
H 0.727509 2.770461 -5.737295 -0.02 -0.11 0.51
H 2.824931 1.811897 -4.726058 -0.27 -0.01 -0.12
H 2.664157 0.512678 -2.573403 0.06 -0.07 -0.06
C -2.435532 6.414469 1.933244 0.11 -0.38 -0.07
C -1.596144 5.990452 0.892748 -0.08 -0.24 0.25
C -1.226679 4.639390 0.792652 -0.08 0.36 0.00
C -1.684147 3.729584 1.745264 0.07 -0.10 -0.54
C -2.526613 4.132712 2.777691 -0.22 0.11 0.20
C -2.908325 5.484287 2.868545 0.30 -0.17 -0.26
Sb -0.846969 1.672095 1.640941 -0.61 1.20 1.97
C 0.721789 2.157297 3.080201 -0.28 -0.13 -0.60
C 1.900382 2.711879 2.566841 0.14 -0.18 0.26
C 2.955512 3.024866 3.434191 -0.18 0.07 -0.12
C 2.815033 2.812240 4.808683 -0.19 -0.14 -0.03
C 1.608844 2.317204 5.321039 -0.01 0.12 -0.25
C 0.548417 2.010927 4.455142 0.18 -0.11 0.23
C -2.330161 0.556857 2.805768 0.50 0.35 -0.49
C -1.963857 -0.409337 3.741584 -0.18 -0.36 0.09
C -2.953706 -1.161770 4.389782 0.04 0.19 -0.04
C -4.305837 -0.932286 4.113373 0.06 0.13 -0.15
C -4.669143 0.045487 3.178574 0.20 0.07 0.04
C -3.679751 0.795170 2.527593 -0.23 -0.20 -0.02
H -2.719768 7.467101 2.013792 0.09 -0.41 -0.04
H -1.226321 6.709845 0.160335 -0.11 -0.23 0.22
H -0.573212 4.312010 -0.018971 -0.18 0.16 0.18
H -2.893232 3.423500 3.523338 0.09 0.21 -0.22
H -3.572084 5.804267 3.674926 0.25 -0.14 -0.26
H 1.999781 2.904584 1.494544 0.04 -0.09 0.28
H 3.880845 3.449310 3.030516 -0.36 -0.12 0.20
H 3.639746 3.048459 5.482883 -0.27 -0.06 -0.19
H 1.482321 2.178892 6.395765 0.05 0.08 -0.31
H -0.403250 1.668065 4.870006 0.33 0.02 -0.13
H -0.914786 -0.585771 3.984773 -0.24 0.04 -0.06
H -2.663965 -1.917726 5.121448 -0.11 0.24 -0.17
H -5.079699 -1.507212 4.629472 0.31 0.19 -0.20
H -5.722359 0.234209 2.954354 0.37 -0.06 0.13
H -3.977756 1.561085 1.804775 0.10 -0.23 0.23